Here is a cluster of 3 separate species, C29H36ClF16IN5O20P2S in total in a non-equilibrium geometry from OMol25. Energies are from ωB97M-V/def2-TZVPD.

Values from the calculation:
Molar mass = 1334.96 Da
Charge = +1
Energy relative to the best compared isomer or geometry (same formula, charge and spin) = 361.3 kJ/mol
F_max = 6.30 eV Å⁻¹
HOMO-LUMO gap = 7.51 eV
Highest occupied orbital energy = -12.22 eV
E_LUMO = -4.70 eV

Element x y z (Å)
C: -1.6554 5.3359 -3.5482
C: -1.7015 4.0423 -4.3819
O: -2.6903 3.7510 -4.9281
O: -0.5905 3.1742 -4.5739
C: 0.0683 3.0545 -3.3384
O: 1.1288 3.5344 -3.1808
C: -0.7578 2.3316 -2.2338
C: 0.1085 1.6792 -1.1345
C: -0.6630 1.9225 0.2154
I: -0.4428 3.9989 0.9357
N: -0.4667 0.9694 1.3017
C: -1.5065 1.0745 2.2872
O: -2.5982 0.7203 2.0396
C: -1.4822 1.8136 3.6952
F: -2.3656 2.8525 3.5041
F: -0.3081 2.4162 3.9900
C: -2.0741 0.9912 4.9018
F: -2.3782 -0.3003 4.6544
F: -3.2497 1.5587 5.2821
C: -1.1964 1.0667 6.2283
F: 0.0744 0.5989 6.0602
F: -1.8243 0.2323 7.0921
C: -1.2030 2.4802 6.9085
O: -2.0872 2.7600 7.6073
O: -0.1939 3.3762 6.7464
C: 0.5246 -0.0419 1.2060
C: 0.4853 -1.1539 2.3258
N: 0.1278 -0.7194 3.6600
S: 2.1255 0.8293 1.6112
O: 2.0934 1.2291 3.0117
O: 2.3321 2.1127 0.9468
C: 3.7238 -0.0756 1.4365
F: 4.6011 0.7006 0.7382
F: 3.7049 -1.2468 0.7499
C: 4.4837 -0.3780 2.8076
F: 5.3911 -1.3379 2.4604
F: 3.6894 -0.9949 3.7091
C: 5.3381 0.8044 3.3777
F: 4.8722 2.0419 3.1380
F: 6.5976 0.7655 2.8854
C: 5.4849 0.6871 4.9493
F: 5.9342 -0.5169 5.2885
F: 4.3257 0.9658 5.5630
F: 6.3321 1.6285 5.3677
C: 0.3857 -0.7055 -0.2547
C: 1.0388 -2.0959 -0.4785
O: 1.0071 -2.5842 -1.5599
N: 1.6028 -3.0469 0.5002
C: 0.9499 -4.3024 0.5311
O: 1.2655 -5.2284 -0.0676
F: -0.1088 -4.4212 1.3721
P: -1.5205 -1.3162 -0.0725
O: -1.5763 -2.8817 -0.6561
Cl: -2.8345 -0.3303 -1.3368
N: 0.6274 0.2434 -1.3987
N: 0.0384 -0.1539 -2.6190
C: 2.0853 0.4517 -1.7942
P: 3.0308 -0.7438 -2.8380
O: 2.3253 -1.3954 -3.9461
O: 3.8194 -1.8988 -1.9821
O: 4.2450 0.1497 -3.5157
H: -0.8145 6.0154 -3.7902
H: -1.6623 5.1904 -2.4491
H: -2.5866 5.8903 -3.7911
H: -1.2962 3.1781 -1.7379
H: -1.5685 1.7496 -2.6985
H: 0.9523 2.4060 -1.0465
H: -1.7449 1.9341 -0.0431
H: 0.5067 2.9720 6.1985
H: -0.0890 -2.0628 2.0678
H: 1.5413 -1.5240 2.3881
H: 0.9250 -0.6847 4.2964
H: -0.4765 -1.4385 4.0630
H: 2.5471 -3.2581 0.1636
H: -2.4155 -3.0030 -1.1416
H: -0.4207 -1.0483 -2.6616
H: 0.4600 0.1998 -3.4645
H: 2.7753 0.7401 -0.9760
H: 2.0927 1.3411 -2.4754
H: 4.0129 -2.6608 -2.5574
H: 4.9661 0.1026 -2.8563
C: 2.9136 -8.0726 2.3791
C: 1.6789 -8.1396 1.5015
O: 1.5135 -9.4448 0.9363
C: 1.0348 -10.3768 1.7691
O: 0.7389 -10.2087 2.9246
O: 0.9712 -11.5329 1.1035
C: 0.5659 -12.6439 1.9050
H: 3.7941 -8.4040 1.8253
H: 3.0788 -7.0537 2.7345
H: 2.8180 -8.7259 3.2466
H: 1.7926 -7.4536 0.6647
H: 0.7799 -7.8415 2.0454
H: -0.3740 -12.4408 2.4167
H: 1.3476 -12.8895 2.6247
H: 0.4238 -13.4935 1.2405
C: -4.5259 5.5358 -7.8805
C: -5.1300 6.8924 -8.1783
O: -6.4002 7.0509 -7.5326
C: -6.3544 7.3028 -6.2224
O: -5.3562 7.4058 -5.5519
O: -7.6103 7.3912 -5.7743
C: -7.7139 7.5637 -4.3618
H: -5.2263 4.7390 -8.1376
H: -3.6028 5.3930 -8.4442
H: -4.2986 5.4293 -6.8192
H: -5.3159 6.9820 -9.2483
H: -4.4564 7.7044 -7.8985
H: -7.1232 8.4137 -4.0222
H: -7.4014 6.6519 -3.8505
H: -8.7600 7.7525 -4.1298